Entry 1:
27
Properties=species:S:1:pos:R:3 method="wB97M-V/def2-TZVPD" multiplicity=1 total_energy_ha=-1180.0173 homo_lumo_gap_ev=9.55 charge=+1 smiles=O[C@@H]1[NH2+]CCCC[C@@]12N[PH]#[PH]O2 relative_energy_kcal_mol=22.4
O 0.56798 0.29725 2.75852
C 0.43599 -0.17055 1.45204
N 1.48638 0.90116 0.66641
C 2.01693 0.34109 -0.55937
C 1.09654 -0.56917 -1.32815
C -0.27971 0.00071 -1.58557
C -1.04302 0.75649 -0.40700
C -1.06985 -0.06667 0.89446
N -1.52344 -1.40059 0.60799
P -3.18708 -1.88858 0.75960
P -3.41203 -0.30209 2.25422
O -2.05288 0.60129 1.72753
H -0.23714 0.77998 2.99581
H 1.01954 -1.17804 1.54991
H 2.15975 0.89972 1.41636
H 1.12734 1.81836 0.51332
H 2.33206 1.13102 -1.29868
H 2.89510 -0.16909 -0.24388
H 1.02976 -1.55569 -0.90141
H 1.62167 -0.69535 -2.36847
H -0.95138 -0.97140 -1.76607
H -0.42258 0.56380 -2.49706
H -2.04074 0.74902 -0.71986
H -0.57707 1.75881 -0.20229
H -0.96599 -2.10469 0.86109
H -3.74631 -1.40751 -0.40715
H -2.79304 -1.06753 3.14819

---

Entry 2:
24
Properties=species:S:1:pos:R:3 method="wB97M-V/def2-TZVPD" multiplicity=1 total_energy_ha=-401.7246 homo_lumo_gap_ev=8.20 relative_energy_kcal_mol=102.1
C 1.30752 -0.94770 1.43705
C 0.84968 -0.00154 -1.18328
C 1.76781 0.37466 -0.03717
C 0.25231 -0.26611 2.26144
N -0.55854 0.26875 -0.90460
N -1.41930 -0.84569 -0.93136
N 0.94606 -2.17059 0.92731
C -1.06756 1.53259 -1.08778
C -2.35786 1.87814 -1.17082
H 2.35314 -0.48482 1.29259
H -1.96092 -0.84936 -1.79888
H -2.08588 -0.75750 -0.16677
H 0.02760 -2.24092 0.49538
H 1.65608 -2.68115 0.42346
H 0.91680 -1.07697 -1.37407
H 1.15241 0.50630 -2.11097
H 2.81158 0.32946 -0.35730
H 1.54712 1.35834 0.37283
H -0.29486 2.29062 -1.13494
H 0.05053 -0.87499 3.14498
H 0.58864 0.71506 2.59044
H -0.68615 -0.13527 1.71542
H -3.16652 1.16528 -1.10860
H -2.62969 2.91341 -1.29436

---

Entry 3:
24
Properties=species:S:1:pos:R:3 method="wB97M-V/def2-TZVPD" multiplicity=1 total_energy_ha=-401.6592 homo_lumo_gap_ev=7.46 relative_energy_kcal_mol=143.1
C -1.56539 -1.53840 0.02409
C -1.85565 -1.90406 1.46955
C -0.59935 0.38911 0.28328
C -1.40171 1.45371 0.15938
H -2.45344 -1.11594 -0.46214
H -1.40288 -2.44580 -0.57424
H -0.09863 0.16853 1.21449
H -0.99928 -2.39373 1.93881
H -2.71667 -2.57690 1.58122
H -2.07094 -1.00357 2.05654
H -1.88789 1.70573 -0.77453
H -1.65980 2.05638 1.01600
C 2.55609 1.22577 0.22125
N 0.56845 0.22430 -0.93494
C 1.58445 1.28975 -0.91420
N 1.10460 -1.11627 -0.99192
N 1.55918 2.25589 -1.71760
H 0.01236 0.32115 -1.78378
H 1.82984 -1.19544 -0.28050
H 0.24485 -1.63427 -0.59786
H 0.83098 2.19566 -2.42960
H 2.05335 1.00590 1.16333
H 3.30250 0.44975 0.04042
H 3.06499 2.18274 0.29296

---

Entry 4:
26
Properties=species:S:1:pos:R:3 method="wB97M-V/def2-TZVPD" multiplicity=1 total_energy_ha=-552.2794 homo_lumo_gap_ev=9.54 smiles="CC(C)[C@@](CN)(NN)C(=O)O" relative_energy_kcal_mol=51.6
C -1.72621 1.16590 -0.97005
C -0.92605 0.37222 0.08106
C -1.33110 1.01490 1.45335
C 0.63032 0.21278 -0.18419
C 1.13634 -0.54423 1.04473
N 2.54749 -0.76641 0.95987
N 0.93834 -0.74366 -1.37332
N 0.02410 -1.68100 -1.74716
C 1.41965 1.48204 -0.56507
O 0.90644 2.47538 -1.04872
O 2.70120 1.43648 -0.50880
H -1.51186 2.21601 -1.06441
H -1.26538 0.73557 -1.81762
H -2.76732 0.91983 -0.81091
H -1.36065 -0.62942 0.04827
H -1.47419 2.14062 1.34356
H -0.47841 1.04145 2.22484
H -2.28433 0.56546 1.83032
H 1.05655 0.14008 1.93602
H 0.55326 -1.53866 1.35906
H 2.73201 -1.27590 0.07300
H 2.84237 -1.39722 1.80078
H 1.00203 -0.10272 -2.17913
H -0.18732 -2.23072 -0.90724
H -0.95812 -1.33405 -2.01564
H 3.16764 0.60745 0.04915